Record 1
{
  "formula": "C5H15N3",
  "method": "wB97M-V/def2-TZVPD",
  "e_above_lowest_kj_mol": 572.3,
  "homo_lumo_gap_ev": [10.04, 6.76],
  "e_homo_ev": [-18.68, -16.70],
  "charge": 2,
  "total_energy_ev": -9877.6281,
  "symbols": ["C", "C", "C", "C", "C", "N", "N", "N", "H", "H", "H", "H", "H", "H", "H", "H", "H", "H", "H", "H", "H", "H", "H"],
  "positions_angstrom": [[1.1725, 0.1589, -0.5522], [-1.1704, -1.8555, 0.3040], [-2.2158, 0.4172, 0.4141], [2.1347, 2.0066, -1.7775], [-1.2924, -0.5501, 0.9291], [1.2196, 1.3851, -0.8578], [1.7898, -0.9045, -0.9744], [-0.7303, -0.4943, 2.2698], [-1.2125, -1.8055, -0.7668], [-0.2732, -2.3009, 0.4176], [-1.8213, -2.6827, 0.7918], [-2.1175, 1.4463, 0.8747], [-3.2822, 0.1111, 0.4742], [-2.0585, 0.5978, -0.6849], [1.7966, 3.0301, -1.8340], [3.1549, 1.9062, -1.4761], [2.0152, 1.6311, -2.8630], [0.3687, 1.8303, -0.5640], [1.7074, -1.7956, -0.5718], [2.6759, -0.9166, -1.4035], [-1.3167, -0.8566, 3.0668], [-0.8421, 0.4808, 2.5563], [0.2977, -0.8393, 2.2279]]
}

=====

Record 2
{
  "formula": "C5H15N3",
  "method": "wB97M-V/def2-TZVPD",
  "e_above_lowest_kj_mol": 402.2,
  "homo_lumo_gap_ev": 11.71,
  "e_homo_ev": -19.68,
  "charge": 2,
  "total_energy_ev": -9879.3911,
  "symbols": ["C", "C", "N", "N", "C", "N", "C", "C", "H", "H", "H", "H", "H", "H", "H", "H", "H", "H", "H", "H", "H", "H", "H"],
  "positions_angstrom": [[1.9982, -0.5996, -0.7991], [1.3224, -0.2512, 0.4395], [2.0269, -0.1712, 1.5506], [-0.0617, -0.1388, 0.4997], [-0.6354, 0.2505, 1.7934], [-0.8397, -0.0441, -0.7081], [-2.1818, -0.6331, -0.7266], [-0.6684, 1.2876, -1.2950], [1.5453, -1.5289, -1.1703], [3.0140, -0.6728, -0.7797], [1.9127, 0.1917, -1.4416], [2.9627, -0.4558, 1.5238], [1.6476, 0.0885, 2.4459], [-0.5508, -0.6372, 2.3992], [-1.6752, 0.5017, 1.5577], [-0.1707, 1.0730, 2.3221], [-0.1946, -0.7264, -1.2139], [-2.3276, -1.4637, -0.0384], [-2.8492, 0.0634, -0.2147], [-2.3562, -0.8013, -1.7643], [-1.5278, 1.9243, -1.0029], [0.2701, 1.6863, -1.0952], [-0.6609, 1.0572, -2.2822]]
}

=====

Record 3
{
  "formula": "C5H15N3",
  "method": "wB97M-V/def2-TZVPD",
  "e_above_lowest_kj_mol": 330.5,
  "homo_lumo_gap_ev": 10.35,
  "e_homo_ev": -18.24,
  "charge": 2,
  "total_energy_ev": -9880.1341,
  "symbols": ["C", "C", "C", "C", "C", "N", "N", "N", "H", "H", "H", "H", "H", "H", "H", "H", "H", "H", "H", "H", "H", "H", "H"],
  "positions_angstrom": [[-0.8949, 1.9184, 0.5100], [-2.4925, -2.2948, -0.5663], [3.5686, 0.0790, 0.6688], [-2.0066, -1.2918, 0.5113], [-0.7873, -0.5519, 0.0348], [-1.5773, 2.8074, -0.2923], [-0.6060, 0.7005, 0.2413], [2.7740, 0.2427, -0.5504], [-0.1695, 2.4616, 1.2056], [-1.7504, -3.1425, -0.9168], [-3.3614, -2.7481, -0.1484], [-2.7745, -1.7331, -1.5051], [4.2752, -0.7485, 0.6140], [4.0264, 1.0826, 0.7948], [2.6901, -0.0709, 1.4216], [-1.8179, -1.9759, 1.3178], [-2.6964, -0.6341, 0.9476], [0.0313, -1.2298, -0.4862], [2.2417, 1.1858, -0.5740], [-1.7540, 3.7326, 0.1089], [-2.1728, 2.4525, -1.0931], [3.2723, 0.2678, -1.5250], [1.9820, -0.5096, -0.7190]]
}

=====

Record 4
{
  "formula": "C5H15N3O",
  "method": "wB97M-V/def2-TZVPD",
  "e_above_lowest_kj_mol": 221.3,
  "homo_lumo_gap_ev": 9.40,
  "e_homo_ev": -8.53,
  "charge": 0,
  "total_energy_ev": -11944.4560,
  "symbols": ["C", "C", "N", "C", "C", "N", "C", "N", "H", "H", "H", "H", "H", "H", "H", "H", "H", "H", "H", "H", "H", "O", "H", "H"],
  "positions_angstrom": [[-0.1275, 0.4412, 3.0241], [-0.4763, 0.3953, 1.5198], [-0.1635, -0.8585, 0.8882], [0.0115, 1.4653, 0.6107], [-0.6803, 1.5307, -0.7667], [0.0049, 0.9546, -1.8623], [-0.0491, -0.1584, -2.4466], [-0.5722, -1.4863, -2.2538], [0.9517, 0.2823, 3.1819], [-0.5915, -0.2088, 3.6322], [-0.4080, 1.4838, 3.2737], [-1.6368, 0.5314, 1.5577], [-0.3937, -1.6638, 1.3255], [0.6536, -0.7585, 0.2863], [1.0815, 1.4033, 0.4008], [-0.0981, 2.4463, 1.0390], [-1.6659, 0.9833, -0.7544], [-0.7773, 2.6260, -1.0267], [0.3165, -0.2461, -3.5220], [-1.2306, -1.5138, -1.4394], [-1.1859, -1.6783, -3.0561], [2.4071, -1.9448, -0.8200], [3.0693, -1.8074, -1.5530], [1.5605, -2.2190, -1.2391]]
}

=====

Record 5
{
  "formula": "C5H15N3O12V",
  "method": "wB97M-V/def2-TZVPD",
  "s_squared": 3.84,
  "spin_multiplicity": 4,
  "homo_lumo_gap_ev": [6.95, 3.34],
  "e_homo_ev": [-9.53, -9.52],
  "charge": 0,
  "total_energy_ev": -60141.8237,
  "symbols": ["V", "N", "O", "O", "O", "N", "O", "O", "O", "N", "O", "O", "O", "C", "C", "O", "H", "H", "H", "H", "H", "C", "C", "O", "H", "H", "H", "H", "H", "H", "C", "O", "H", "H", "H", "H"],
  "positions_angstrom": [[0.8605, -0.0114, 0.0466], [1.3291, 2.2092, -2.4791], [1.2832, 1.3416, -1.5990], [2.2904, 2.2080, -3.1900], [0.4240, 3.0516, -2.5709], [-1.2576, -1.5907, -2.0213], [-0.8077, -2.7353, -2.2111], [-0.5104, -0.8428, -1.3956], [-2.3664, -1.3061, -2.4342], [2.5569, 2.2849, 1.5615], [3.5905, 2.3545, 2.1782], [1.8662, 3.2827, 1.3822], [2.2484, 1.2013, 1.0665], [-1.7314, -1.7076, 2.0106], [-0.3219, -2.2036, 2.2493], [0.6741, -1.5153, 1.5272], [-2.4872, -2.1831, 2.6356], [-1.9758, -1.7872, 0.9513], [-1.7704, -0.6504, 2.2730], [-0.3523, -3.2706, 2.0287], [-0.1974, -2.0410, 3.3199], [-3.0630, 1.5910, 0.2032], [-1.6046, 2.0765, -0.1664], [-0.6588, 1.3037, 0.5987], [-3.1851, 0.5197, 0.0433], [-3.8679, 2.0858, -0.3403], [-3.2326, 1.7384, 1.2698], [-1.6296, 3.1549, -0.0099], [-1.4648, 1.9353, -1.2382], [-0.8873, 1.4949, 1.5113], [2.5259, -2.3547, -1.2214], [2.6187, -0.9740, -0.9048], [3.3777, -2.7919, -0.7003], [1.5784, -2.8180, -0.9461], [2.6407, -2.3655, -2.3053], [3.5077, -0.6847, -1.1229]]
}

=====

Record 6
{
  "formula": "C5H15N3O2Rb",
  "method": "wB97M-V/def2-TZVPD",
  "e_above_lowest_kj_mol": 231.6,
  "homo_lumo_gap_ev": 7.48,
  "e_homo_ev": -11.55,
  "charge": 1,
  "total_energy_ev": -14642.7750,
  "symbols": ["Rb", "C", "O", "N", "N", "H", "H", "H", "H", "C", "C", "C", "O", "C", "N", "H", "H", "H", "H", "H", "H", "H", "H", "H", "H", "H"],
  "positions_angstrom": [[-16.7716, 8.5344, -22.4480], [-11.2539, 9.7311, -18.8974], [-12.2594, 9.7794, -19.6504], [-10.4952, 10.8182, -18.9190], [-10.8793, 8.6431, -18.2998], [-10.8056, 11.6232, -19.4441], [-9.5688, 10.7617, -18.5205], [-11.4790, 7.8416, -18.1651], [-9.9703, 8.6625, -17.8599], [-12.1406, 4.6001, -26.4470], [-12.1953, 5.4075, -25.2002], [-10.8921, 5.4729, -24.4314], [-9.5806, 5.4768, -25.1471], [-9.1972, 6.7294, -25.7237], [-12.6935, 6.7119, -25.5685], [-11.5375, 5.0242, -27.2498], [-13.1139, 4.3006, -26.8357], [-11.7675, 3.5905, -26.2750], [-12.9487, 4.8659, -24.6283], [-10.7964, 4.5597, -23.8440], [-10.9979, 6.2894, -23.7170], [-9.3558, 7.5041, -24.9736], [-9.7184, 6.8405, -26.6746], [-8.1774, 6.9013, -26.0680], [-13.4111, 6.6155, -26.2727], [-11.9176, 7.1821, -26.0123]]
}

=====

Record 7
{
  "formula": "C5H15N4",
  "method": "wB97M-V/def2-TZVPD",
  "e_above_lowest_kj_mol": 115.7,
  "homo_lumo_gap_ev": 9.75,
  "e_homo_ev": -12.22,
  "charge": 1,
  "total_energy_ev": -11380.8297,
  "symbols": ["C", "C", "C", "C", "C", "N", "N", "N", "N", "H", "H", "H", "H", "H", "H", "H", "H", "H", "H", "H", "H", "H", "H", "H"],
  "positions_angstrom": [[0.1291, -1.8128, 0.1239], [1.0992, -1.1980, 0.6459], [-0.0805, -2.0525, -1.3655], [-1.0348, -2.2587, 1.0369], [0.9760, 2.5902, -0.7273], [1.8376, -0.3329, 1.0131], [0.3974, 1.7234, 0.0270], [2.2619, 2.6996, -0.9005], [-2.2136, 1.0704, 0.3778], [0.7781, -1.5922, -1.7320], [-0.1737, -3.1281, -1.6786], [-1.0511, -1.7782, -1.8759], [-1.9578, -1.8181, 0.7039], [-1.0808, -1.8420, 1.9813], [-1.2451, -3.3296, 1.0497], [2.7535, -0.5293, 1.5542], [0.3767, 3.2944, -1.2400], [1.0920, 1.0088, 0.3678], [-0.6404, 1.4914, 0.0430], [2.6306, 3.3975, -1.4109], [2.8996, 2.0759, -0.6247], [-2.2500, 0.0813, 0.6030], [-2.8508, 1.4800, -0.2705], [-2.3946, 1.6100, 1.1816]]
}

=====

Record 8
{
  "formula": "C5H15N4",
  "method": "wB97M-V/def2-TZVPD",
  "e_above_lowest_kj_mol": 398.3,
  "homo_lumo_gap_ev": 9.50,
  "e_homo_ev": -12.84,
  "charge": 1,
  "total_energy_ev": -11377.9011,
  "symbols": ["C", "C", "C", "C", "C", "N", "N", "N", "N", "H", "H", "H", "H", "H", "H", "H", "H", "H", "H", "H", "H", "H", "H", "H"],
  "positions_angstrom": [[-1.1633, -0.9626, 0.0493], [-1.7688, 0.9617, -1.1321], [-1.9289, 0.8112, 1.4239], [1.6457, 1.0165, -0.4752], [2.2824, -1.2628, 0.4237], [-1.0411, -2.0661, 0.8294], [-1.0169, -2.0466, -0.6426], [-1.7072, 0.2231, 0.0872], [1.3265, -0.4265, -0.2483], [-1.0163, 1.7556, -0.9917], [-1.4887, 0.2809, -1.9006], [-2.8119, 1.4419, -0.9837], [-2.9828, 0.9448, 1.5178], [-1.6260, 0.0281, 2.1511], [-1.3694, 1.7604, 1.4333], [2.7298, 1.2429, -0.8767], [0.8073, 1.4692, -1.0395], [1.8224, 1.5422, 0.5081], [2.6048, -0.7175, 1.4372], [1.8800, -2.3004, 0.4535], [3.1984, -1.4498, -0.0783], [-0.1879, -2.2402, 1.3171], [-1.8915, -2.4331, -0.9917], [1.1510, -0.8949, -1.1586]]
}

=====

Record 9
{
  "formula": "C5H15N4O",
  "method": "wB97M-V/def2-TZVPD",
  "e_above_lowest_kj_mol": 102.2,
  "homo_lumo_gap_ev": 10.73,
  "e_homo_ev": -13.33,
  "charge": 1,
  "total_energy_ev": -13430.6490,
  "symbols": ["C", "C", "C", "O", "N", "H", "H", "H", "H", "H", "H", "H", "C", "C", "N", "N", "N", "H", "H", "H", "H", "H", "H", "H", "H"],
  "positions_angstrom": [[-0.2825, 0.5665, 2.2028], [1.2328, 0.3988, 2.4016], [-0.7120, -0.7160, 1.4800], [-1.0615, -0.8194, 0.3041], [-0.8599, -1.7868, 2.3064], [-0.9026, 0.6536, 3.0816], [-0.4557, 1.5355, 1.7689], [1.7112, 0.7481, 3.3142], [-1.1110, -2.6437, 1.8413], [-0.6833, -1.7965, 3.2939], [1.5756, 1.0695, 1.5653], [1.6276, -0.6289, 2.1653], [0.9094, 1.7709, -1.5055], [-0.4542, -0.1657, -2.2029], [-0.3333, 0.9570, -1.5555], [0.6560, -0.8953, -2.6121], [-1.5733, -0.8393, -2.5209], [-1.0039, 1.1069, -0.7961], [1.5374, -0.4405, -2.4477], [0.6155, -1.7943, -3.0520], [-2.4897, -0.5585, -2.1933], [-1.3388, -1.8093, -2.7309], [1.6385, 1.2623, -0.8341], [0.5013, 2.5721, -0.8407], [1.2564, 2.2529, -2.4337]]
}

=====

Record 10
{
  "formula": "C5H15N4O2Pt",
  "method": "wB97M-V/def2-TZVPD",
  "e_above_lowest_kj_mol": 219.5,
  "homo_lumo_gap_ev": 7.81,
  "e_homo_ev": -12.40,
  "charge": 1,
  "total_energy_ev": -18723.1961,
  "symbols": ["Pt", "N", "N", "C", "O", "O", "H", "H", "H", "N", "C", "C", "C", "C", "N", "H", "H", "H", "H", "H", "H", "H", "H", "H", "H", "H", "H"],
  "positions_angstrom": [[-1.1176, -0.4130, -0.1048], [-2.1212, -0.7885, -2.0762], [-3.4782, -0.9567, -1.7890], [-3.9618, -0.7480, -0.4946], [-5.1267, -0.8442, -0.2432], [-3.0193, -0.4533, 0.4072], [-1.9965, 0.0307, -2.6625], [-1.7243, -1.5937, -2.5518], [-4.1297, -1.1260, -2.5373], [-0.2099, 1.4462, 0.6178], [0.8083, 1.4835, 1.7055], [2.2260, 1.3574, 1.1485], [2.7365, -0.0363, 0.7868], [2.0829, -0.7338, -0.4070], [0.7931, -1.3747, -0.0133], [0.1302, 1.9954, -0.1646], [-1.0518, 1.9177, 0.9403], [0.5694, 0.6944, 2.4166], [0.7261, 2.4324, 2.2377], [2.8922, 1.7777, 1.9031], [2.3288, 2.0121, 0.2752], [2.6730, -0.6852, 1.6679], [3.8009, 0.0400, 0.5612], [2.7584, -1.4950, -0.7978], [1.8749, -0.0354, -1.2168], [0.8758, -1.6849, 0.9527], [0.6604, -2.2187, -0.5618]]
}

=====

Record 11
{
  "formula": "C5H15N4S",
  "method": "wB97M-V/def2-TZVPD",
  "e_above_lowest_kj_mol": 0.0,
  "homo_lumo_gap_ev": 9.09,
  "e_homo_ev": -13.12,
  "charge": 1,
  "total_energy_ev": -22215.3930,
  "symbols": ["C", "N", "C", "N", "C", "C", "N", "C", "S", "N", "H", "H", "H", "H", "H", "H", "H", "H", "H", "H", "H", "H", "H", "H", "H"],
  "positions_angstrom": [[-0.5777, -2.9028, 0.3080], [0.2405, -1.8335, -0.2352], [0.1196, -0.4655, -0.0929], [-1.0369, 0.1444, 0.3237], [-2.3684, -0.3028, 0.1874], [-1.0118, 1.5214, 0.9826], [1.0995, 0.3582, -0.3628], [1.0538, 1.5435, -1.2622], [3.1981, -0.2638, -0.4041], [3.6715, -0.2238, 1.1728], [-1.2541, -3.2529, -0.4217], [0.0675, -3.8035, 0.4329], [-0.8947, -2.6936, 1.2836], [1.1322, -2.2280, -0.6352], [-2.9749, -0.1933, 1.1659], [-2.9347, 0.2790, -0.5771], [-2.5256, -1.3422, 0.0580], [-2.0922, 1.9056, 1.0873], [-0.7047, 1.4224, 2.0063], [-0.4668, 2.3386, 0.4672], [0.0244, 1.8069, -1.4537], [1.4482, 1.3061, -2.2029], [1.6761, 2.3281, -0.7435], [3.4184, -1.0451, 1.7641], [3.9560, 0.5327, 1.8044]]
}

=====

Record 12
{
  "formula": "C5H15N5O10",
  "method": "wB97M-V/def2-TZVPD",
  "e_above_lowest_kj_mol": 80.8,
  "homo_lumo_gap_ev": 10.96,
  "e_homo_ev": -11.14,
  "charge": 0,
  "total_energy_ev": -33338.9480,
  "symbols": ["C", "N", "O", "O", "H", "H", "H", "C", "N", "O", "O", "H", "H", "H", "C", "N", "O", "O", "H", "H", "H", "C", "N", "O", "O", "H", "H", "H", "C", "N", "O", "O", "H", "H", "H"],
  "positions_angstrom": [[2.3128, -0.3987, 15.3887], [1.0605, -0.3813, 16.2231], [0.3272, -1.3410, 16.1287], [1.0320, 0.4850, 17.0582], [3.0093, -1.0932, 15.9700], [2.6009, 0.6428, 15.3521], [1.9981, -0.7762, 14.4625], [1.5136, -3.7185, 13.9745], [2.3277, -3.4184, 12.7350], [3.1423, -2.5180, 12.8094], [2.1660, -4.0732, 11.7304], [1.7822, -4.7180, 14.1266], [0.5078, -3.7508, 13.5113], [1.6530, -3.0072, 14.7601], [1.0566, -0.1645, 11.5925], [0.0857, 0.6898, 12.3234], [-0.5930, 1.4897, 11.7557], [0.0530, 0.5963, 13.5295], [1.5827, 0.3392, 10.8401], [0.5428, -0.9847, 11.2050], [1.7182, -0.5587, 12.3699], [-2.0759, 1.9053, 17.9688], [-3.3021, 1.0971, 17.5470], [-3.6736, 1.1503, 16.4120], [-3.7092, 0.2800, 18.3782], [-2.0309, 2.9101, 17.4207], [-1.3845, 1.2757, 17.4695], [-1.9608, 1.9793, 19.0699], [-3.0020, -1.4567, 14.3008], [-2.6264, -1.4335, 12.8549], [-3.1213, -0.5389, 12.1999], [-1.7942, -2.2342, 12.5041], [-3.9867, -1.9605, 14.2791], [-2.9808, -0.4592, 14.6701], [-2.2279, -2.1063, 14.7350]]
}

=====

Which formula does entry 6 have? C5H15N3O2Rb